{
  "formula": "C19H30HfO5",
  "method": "wB97M-V/def2-TZVPD",
  "species": ["Hf", "O", "O", "O", "O", "O", "C", "C", "C", "C", "C", "C", "C", "C", "C", "C", "C", "C", "C", "C", "C", "C", "C", "C", "C", "H", "H", "H", "H", "H", "H", "H", "H", "H", "H", "H", "H", "H", "H", "H", "H", "H", "H", "H", "H", "H", "H", "H", "H", "H", "H", "H", "H", "H", "H"],
  "positions_angstrom": [[-7.462, 3.961, -1.570], [-4.115, 0.884, -2.301], [5.215, 0.628, -0.368], [3.415, -1.425, -0.286], [0.999, -1.944, 1.774], [-2.035, -2.989, -1.694], [6.550, 2.512, 0.414], [5.703, -0.577, -0.738], [2.603, -2.552, -0.610], [-3.040, 0.861, -1.349], [-5.411, 0.604, -1.933], [-2.073, 0.533, 2.302], [-2.704, -0.768, 2.797], [0.550, -1.663, 0.715], [-2.933, -0.517, -0.680], [-0.729, 0.394, 1.557], [-1.194, -2.247, -1.289], [0.267, -2.477, -1.559], [1.127, -2.219, -0.590], [5.719, 1.243, 0.785], [4.749, -1.786, -0.242], [-0.260, 1.725, 0.928], [-6.202, 1.742, -1.168], [-0.690, -0.738, 0.551], [-1.553, -1.069, -0.396], [5.908, 3.334, 0.112], [0.541, -2.937, -2.501], [0.011, 0.144, 2.318], [-5.960, 0.449, -2.861], [6.325, 0.568, 1.389], [-0.847, 2.550, 1.323], [4.940, -2.631, -0.906], [4.851, 1.607, 1.348], [-7.217, 1.880, -1.646], [-3.564, -0.573, 0.208], [2.827, -3.349, 0.100], [-3.777, -0.628, 2.931], [-3.371, -1.224, -1.389], [-2.315, -1.031, 3.777], [-3.118, 1.686, -0.634], [-2.759, 1.126, 1.691], [5.730, -0.649, -1.830], [-2.582, -1.604, 2.110], [6.686, -0.770, -0.303], [-5.520, -0.308, -1.342], [2.833, -2.874, -1.632], [0.779, 1.917, 1.192], [-1.837, 1.145, 3.173], [-6.392, 1.534, -0.109], [7.070, 2.802, 1.326], [-5.603, 2.700, -1.183], [-0.304, 1.706, -0.161], [-2.158, 1.054, -1.957], [7.250, 2.266, -0.381], [5.079, -2.003, 0.785]],
  "lowdin_charge": [1.943, -0.106, 0.042, -0.006, 0.273, 0.224, 0.033, -0.056, -0.069, -0.137, -0.205, -0.201, -0.068, -0.190, -0.074, -0.290, -0.271, 0.136, -0.055, -0.149, -0.051, -0.015, -0.163, -0.036, -0.061, 0.098, 0.164, 0.139, 0.148, 0.147, 0.090, 0.153, 0.163, -0.044, 0.122, 0.166, 0.084, 0.126, 0.094, 0.118, 0.091, 0.180, 0.072, 0.167, 0.146, 0.174, 0.084, 0.133, 0.111, 0.113, 0.007, 0.078, 0.141, 0.102, 0.185],
  "total_energy_ha": -1164.1149,
  "charge": 4,
  "fmax_ha_per_bohr": 0.03066,
  "orbital_gap_ev": 2.7962,
  "molar_mass_g_mol": 516.9
}

=====

{
  "formula": "C19H30MoN2O5Si3",
  "method": "wB97M-V/def2-TZVPD",
  "species": ["Mo", "Si", "Si", "Si", "O", "O", "O", "O", "O", "N", "N", "C", "C", "C", "C", "C", "C", "C", "C", "C", "C", "C", "C", "C", "C", "C", "C", "C", "C", "C", "H", "H", "H", "H", "H", "H", "H", "H", "H", "H", "H", "H", "H", "H", "H", "H", "H", "H", "H", "H", "H", "H", "H", "H", "H", "H", "H", "H", "H", "H"],
  "positions_angstrom": [[-0.677, -0.524, -0.335], [-2.809, 2.154, 0.338], [0.149, 0.076, -2.633], [1.954, -0.264, -0.321], [0.220, -3.913, 5.114], [-1.480, 1.051, -0.086], [-0.441, -4.287, 1.072], [-1.864, -3.899, 4.337], [-0.586, -2.391, -0.162], [-0.280, -0.799, 1.784], [-0.317, -0.963, 3.947], [-3.919, 2.109, -1.145], [2.615, -0.751, -2.009], [-1.963, 3.784, 0.602], [-0.487, -3.111, 1.033], [3.933, -1.150, -2.220], [1.759, -0.637, -3.121], [-0.412, -2.132, 2.130], [3.526, -1.304, -4.598], [2.625, -1.466, 0.946], [-3.558, 1.386, 1.854], [-0.771, -3.435, 4.361], [-0.273, 1.796, -3.175], [2.215, -0.894, -4.413], [-1.458, -1.025, -2.644], [2.305, 1.514, 0.142], [-0.042, 1.363, 3.064], [-0.452, -2.248, 3.481], [-0.218, -0.102, 2.905], [4.379, -1.430, -3.505], [2.378, -1.211, 1.975], [3.716, -1.419, 0.863], [-2.394, -0.907, -2.080], [-4.232, 1.096, -1.405], [3.889, -1.524, -5.593], [1.684, 2.237, -0.391], [4.624, -1.250, -1.392], [-1.265, -2.090, -2.749], [-3.461, 2.578, -2.016], [-4.829, 2.672, -0.922], [-2.684, 4.594, 0.466], [-1.547, 3.891, 1.603], [1.561, -0.790, -5.271], [-0.802, 1.771, 3.731], [-3.665, 0.302, 1.761], [0.285, 2.538, -2.601], [-0.329, -0.688, 4.920], [2.342, -2.499, 0.739], [-1.336, 2.017, -3.107], [-1.782, -0.615, -3.612], [3.346, 1.735, -0.110], [0.935, 1.586, 3.495], [0.043, 1.906, -4.217], [-0.114, 1.856, 2.098], [-2.984, 1.603, 2.755], [-4.562, 1.787, 2.010], [-1.166, 3.944, -0.126], [2.188, 1.676, 1.214], [1.086, -3.555, 4.882], [5.402, -1.747, -3.660]],
  "lowdin_charge": [1.449, 0.454, 0.641, 0.600, 0.177, -0.493, 0.236, 0.209, -0.244, 0.000, 0.220, -0.144, -0.308, -0.142, -0.446, -0.062, -0.313, -0.142, -0.033, -0.172, -0.141, -0.454, -0.150, -0.061, -0.196, -0.171, 0.022, -0.037, -0.307, -0.027, 0.030, 0.051, 0.048, 0.042, 0.123, 0.026, 0.111, 0.060, 0.036, 0.058, 0.056, 0.037, 0.117, 0.099, 0.044, 0.046, 0.200, 0.050, 0.032, 0.080, 0.056, 0.107, 0.061, 0.059, 0.026, 0.057, 0.041, 0.023, 0.134, 0.124],
  "total_energy_ha": -2164.0094,
  "charge": 2,
  "relative_energy_kj_mol": 51.99,
  "fmax_ha_per_bohr": 0.01404,
  "orbital_gap_ev": 7.4844,
  "molar_mass_g_mol": 546.7
}

=====

{
  "formula": "C19H30N2O5",
  "method": "wB97M-V/def2-TZVPD",
  "species": ["O", "O", "O", "O", "O", "N", "N", "C", "C", "C", "C", "C", "C", "C", "C", "C", "C", "C", "C", "C", "C", "C", "C", "C", "C", "C", "H", "H", "H", "H", "H", "H", "H", "H", "H", "H", "H", "H", "H", "H", "H", "H", "H", "H", "H", "H", "H", "H", "H", "H", "H", "H", "H", "H", "H", "H"],
  "positions_angstrom": [[-0.224, -3.754, 1.148], [4.435, -4.047, 1.827], [1.717, -4.807, 2.386], [3.816, -0.812, -2.134], [-0.980, -0.037, -1.917], [1.835, 0.120, -1.567], [-1.483, 1.877, -2.990], [2.089, -3.879, 1.461], [2.640, -5.752, 2.875], [-2.359, 3.166, -1.077], [1.208, -2.292, -0.158], [2.505, -1.887, -0.458], [-1.360, -3.197, 0.531], [2.791, -0.840, -1.476], [1.001, -3.280, 0.788], [5.748, -3.693, 1.466], [-3.272, 4.351, 0.962], [-4.163, 5.497, 3.029], [-3.577, 3.392, -0.187], [3.392, -3.466, 1.146], [1.771, 1.049, -2.662], [-4.480, 4.556, 1.873], [0.571, 0.732, -3.578], [-0.702, 0.804, -2.755], [-2.656, 2.162, -2.193], [3.581, -2.486, 0.179], [-1.167, 2.591, -3.626], [0.547, 1.428, -4.416], [6.394, -4.303, 2.097], [-3.447, 2.540, -2.846], [3.157, -6.270, 2.063], [2.707, 0.957, -3.219], [-2.958, 5.316, 0.557], [-2.976, 1.213, -1.757], [-3.860, 6.473, 2.655], [3.379, -5.297, 3.538], [-2.040, 4.116, -1.514], [-3.353, 5.097, 3.635], [-4.799, 3.590, 2.270], [4.567, -2.152, -0.095], [-5.034, 5.629, 3.666], [-2.443, 3.954, 1.551], [-1.436, -2.120, 0.715], [1.681, 2.071, -2.275], [0.683, -0.285, -3.956], [0.367, -1.873, -0.687], [-4.397, 3.793, -0.787], [-5.308, 4.964, 1.289], [-2.213, -3.701, 0.982], [-1.535, 2.780, -0.473], [5.952, -3.915, 0.415], [-3.903, 2.434, 0.222], [0.966, -0.027, -1.073], [-1.363, -3.375, -0.549], [2.040, -6.468, 3.436], [5.948, -2.635, 1.661]],
  "lowdin_charge": [-0.062, -0.111, -0.048, 0.062, 0.039, 0.068, 0.064, -0.118, -0.069, -0.197, 0.035, -0.128, -0.076, -0.444, -0.184, -0.078, -0.239, -0.120, -0.227, -0.174, -0.162, -0.280, -0.073, -0.498, -0.187, 0.038, 0.141, 0.111, 0.095, 0.125, 0.099, 0.121, 0.116, 0.121, 0.070, 0.090, 0.115, 0.070, 0.108, 0.112, 0.066, 0.116, 0.097, 0.124, 0.131, 0.090, 0.117, 0.107, 0.094, 0.118, 0.100, 0.118, 0.102, 0.099, 0.094, 0.098],
  "total_energy_ha": -1227.7079,
  "smiles": "CCCCCCNC(=O)CCNC(=O)c1cc(OC)c(OC)c(OC)c1",
  "relative_energy_kj_mol": 13.58,
  "fmax_ha_per_bohr": 0.01451,
  "orbital_gap_ev": 8.4529,
  "molar_mass_g_mol": 366.5
}

=====

{
  "formula": "C19H30NO7S",
  "method": "wB97M-V/def2-TZVPD",
  "species": ["S", "O", "O", "O", "O", "O", "O", "O", "N", "C", "C", "C", "C", "C", "C", "C", "C", "C", "C", "C", "C", "C", "C", "C", "C", "C", "C", "C", "H", "H", "H", "H", "H", "H", "H", "H", "H", "H", "H", "H", "H", "H", "H", "H", "H", "H", "H", "H", "H", "H", "H", "H", "H", "H", "H", "H", "H", "H"],
  "positions_angstrom": [[0.076, 0.227, 2.861], [-0.368, -2.614, 0.487], [-3.221, -3.190, 0.493], [-3.233, 0.775, 1.317], [2.927, 2.581, -0.246], [0.675, 0.954, -2.140], [2.958, 6.324, -3.995], [-1.903, 1.260, -0.406], [-0.888, -1.389, 0.984], [-2.431, 0.506, 0.412], [0.163, -0.401, 1.153], [1.670, 4.917, -2.608], [-0.370, 0.173, -2.718], [-4.481, -3.785, 0.620], [2.406, -3.702, 2.314], [4.195, 3.986, -1.635], [0.624, 1.935, 2.703], [2.939, 5.465, -3.136], [1.653, 3.976, -1.667], [-1.980, -1.345, -1.289], [-0.622, -1.158, -2.002], [-0.352, 2.843, 1.953], [-2.082, -1.021, 0.220], [1.355, -4.121, 1.285], [-0.013, -3.479, 1.551], [-3.275, -1.793, 0.803], [2.918, 3.434, -1.104], [4.204, 4.926, -2.574], [0.734, 3.553, -1.278], [1.398, 0.361, -1.919], [-4.205, -1.351, 0.442], [0.216, -1.378, -1.344], [-1.267, 0.782, -2.712], [-5.165, -3.432, -0.164], [-2.299, -2.367, -1.472], [0.761, 5.322, -3.035], [-0.232, 3.865, 2.320], [2.734, -2.676, 2.147], [0.698, 2.280, 3.735], [-0.202, 2.804, 0.881], [1.112, -0.927, 1.059], [-0.104, -0.011, -3.768], [1.691, -3.803, 0.300], [-3.236, -1.669, 1.884], [2.011, -3.779, 3.326], [1.625, 2.002, 2.280], [-0.586, -1.936, -2.771], [-1.373, 2.537, 2.170], [5.120, 5.342, -2.974], [1.255, -5.206, 1.308], [-2.708, -0.701, -1.785], [0.037, -2.898, 2.473], [-4.946, -3.544, 1.582], [-0.790, -4.236, 1.687], [3.293, -4.335, 2.257], [0.149, 0.404, 0.417], [5.104, 3.576, -1.211], [-4.370, -4.863, 0.526]],
  "lowdin_charge": [0.868, -0.140, -0.199, -0.024, 0.110, -0.091, 0.084, -0.018, -0.130, -0.691, -0.431, 0.020, -0.255, -0.137, -0.117, 0.017, -0.562, -0.395, 0.033, -0.099, -0.149, -0.154, -0.310, -0.222, -0.199, -0.151, -0.376, 0.009, 0.118, 0.074, 0.126, 0.093, 0.100, 0.084, 0.102, 0.121, 0.062, 0.067, 0.051, 0.042, 0.079, 0.100, 0.105, 0.132, 0.069, 0.052, 0.102, 0.060, 0.115, 0.095, 0.122, 0.107, 0.084, 0.114, 0.060, 0.077, 0.117, 0.078],
  "total_energy_ha": -1721.5351,
  "charge": -1,
  "relative_energy_kj_mol": 9.40,
  "fmax_ha_per_bohr": 0.02558,
  "orbital_gap_ev": 5.4314,
  "molar_mass_g_mol": 416.5
}